Record 1
Density functional theory data (ωB97M-V/def2-TZVPD) for a 3-piece molecular cluster, C21H39F2N3O10 overall.

Element x y z (Å)
C -0.94830 1.25840 0.77094
C -0.06257 0.09248 0.32608
C 0.35294 0.18161 -1.15883
F 0.04750 1.43385 -1.67171
C 1.81960 -0.12346 -1.49767
C 2.20943 -1.60219 -1.47861
C 1.59205 -2.39895 -0.36088
O 1.81244 -2.26163 0.79502
F 0.74225 -3.34195 -0.79390
O 1.88522 0.19710 -2.92812
C 2.39631 1.42124 -3.14123
O 2.47935 1.96549 -4.18758
O 2.84229 1.92839 -1.95353
C 2.90039 0.89131 -1.00538
O 4.20244 0.34699 -1.06236
N 2.71794 1.43870 0.31494
C 3.11345 0.76934 1.26908
O 3.35349 0.21979 2.25525
H -0.44541 2.21684 0.66735
H -1.16775 1.12361 1.83033
H -1.88094 1.23814 0.21088
H 0.77170 -0.04935 1.00246
H -0.67637 -0.80674 0.42060
H -0.23584 -0.54351 -1.72863
H 1.92702 -2.02675 -2.43819
H 3.28716 -1.71816 -1.37899
H 4.60319 0.55681 -1.91477
C -0.74323 1.26601 7.59690
O -0.81804 2.67180 7.72285
C 0.35579 3.28275 8.24497
C 1.08108 4.08397 7.18489
N 1.68479 3.21667 6.18221
C 2.19677 3.90938 5.00349
C 1.21213 4.68173 4.13083
O 0.28884 3.86903 3.43177
C -0.86404 3.48609 4.15721
H -1.74665 0.90498 7.37680
H -0.07979 0.95857 6.78112
H -0.40157 0.80107 8.52633
H 1.01783 2.53797 8.69636
H 0.03350 3.96705 9.03476
H 1.86941 4.67273 7.66388
H 0.35542 4.78437 6.74971
H 1.00057 2.53441 5.88314
H 2.67329 3.15561 4.37154
H 2.98562 4.59749 5.32481
H 1.79730 5.18982 3.36003
H 0.68468 5.46621 4.68707
H -1.17965 4.25122 4.87100
H -0.70574 2.53910 4.68191
H -1.66821 3.33110 3.43705
C -4.28696 -5.28849 -5.31733
O -3.03015 -5.32285 -5.96309
C -2.90336 -4.42584 -7.06015
C -1.95803 -3.28830 -6.73779
N -2.52970 -2.38329 -5.74966
C -1.59423 -1.40040 -5.21033
C -0.37649 -1.90149 -4.44074
O -0.67735 -2.51021 -3.19143
C -1.05104 -3.87859 -3.26822
H -4.32632 -6.13684 -4.63593
H -4.42746 -4.37150 -4.73446
H -5.10612 -5.38066 -6.03638
H -3.88110 -4.04813 -7.37311
H -2.48348 -4.99817 -7.89193
H -1.75366 -2.72695 -7.65447
H -1.01304 -3.73424 -6.39876
H -2.90477 -2.92705 -4.98393
H -2.16197 -0.75172 -4.53846
H -1.24347 -0.77140 -6.03444
H 0.23146 -1.02567 -4.20354
H 0.25723 -2.56416 -5.04259
H -0.54288 -4.39501 -4.08573
H -2.13302 -3.98137 -3.38127
H -0.77316 -4.35420 -2.32947

Cartesian forces, eV/Å:
0.349 -0.230 0.183
-0.503 -0.147 -0.163
-0.136 -0.401 0.752
0.192 0.074 0.014
0.099 0.622 -1.396
-0.235 -0.399 0.232
0.315 0.291 0.320
-0.078 -0.158 -0.159
0.024 -0.088 0.079
0.223 -0.234 -0.182
-0.199 0.003 0.419
-0.014 0.023 0.018
-0.098 0.169 -0.079
0.734 0.255 0.449
-0.299 -0.239 0.044
0.264 -0.865 -0.247
-0.732 0.455 0.062
0.295 0.123 -0.091
-0.084 0.046 -0.123
-0.127 0.003 -0.011
-0.029 0.258 0.004
0.086 0.151 -0.051
0.154 -0.110 0.046
0.043 0.085 -0.144
-0.225 0.025 0.040
0.028 0.196 0.078
-0.016 0.066 0.040
-0.084 0.062 -0.017
0.089 -0.139 -0.032
-0.080 0.218 0.112
-0.011 -0.140 -0.152
-0.121 0.081 -0.031
0.037 -0.170 0.050
0.150 0.134 -0.101
-0.069 0.006 0.058
0.024 -0.143 -0.199
-0.008 0.034 -0.004
0.055 -0.048 0.055
0.028 -0.022 -0.011
0.023 -0.042 -0.085
0.009 -0.020 0.015
0.004 0.019 -0.015
-0.001 0.077 0.099
0.010 -0.018 0.014
0.035 0.035 -0.019
-0.023 0.034 0.007
-0.017 -0.006 -0.013
-0.051 -0.081 0.072
0.062 -0.002 0.046
-0.070 0.055 0.132
0.016 0.038 -0.020
0.081 -0.071 0.015
-0.133 0.090 0.057
0.178 -0.106 -0.155
-0.080 0.048 0.183
0.116 -0.091 0.031
-0.199 -0.029 0.025
0.098 0.258 -0.032
0.092 -0.111 -0.160
-0.097 0.125 0.235
0.034 -0.004 -0.007
-0.074 0.025 -0.047
-0.023 0.029 0.009
-0.014 0.053 0.082
-0.026 0.001 -0.008
0.023 0.011 0.005
0.038 -0.036 -0.116
-0.027 -0.002 -0.015
0.037 0.047 -0.012
0.043 -0.016 -0.002
-0.015 -0.017 -0.009
-0.095 -0.097 0.002
-0.044 0.033 -0.060
0.019 -0.111 -0.121
0.034 0.037 0.005

## Properties
HOMO level = -8.68 eV
Net charge = 0
ΔE to the lowest compared entry with this formula, charge and spin = 0.0000 eV
Structure (SMILES) = CC[C@@H](F)[C@@]1(CC(=O)F)OC(=O)O[C@@]1(O)N=C=O.COCCNCCOC.COCCNCCOC
E_LUMO = 0.5 eV

---

Record 2
Density functional theory data (ωB97M-V/def2-TZVPD) for C21H39IInNO2P2 as an isolated structure.

Element x y z (Å)
C 0.00121 -0.17523 -6.84613
C 0.01596 0.62940 -5.57524
H 0.00246 0.51330 -7.69954
H -0.89690 -0.79838 -6.89309
H 0.88718 -0.81438 -6.90311
O 0.01612 1.82625 -5.44315
I 0.04214 -0.60103 -3.71402
In 0.03364 -0.71312 0.00661
P 2.66350 -0.15646 -0.28727
C 3.33720 1.34973 0.49129
C 3.79067 -1.47447 0.32870
H 4.82621 -1.10863 0.29831
H 4.31999 -0.06125 -2.05782
H 3.70094 -2.36562 -0.30552
H 2.68732 -0.50396 -2.69168
H 3.01339 1.43678 1.53442
H 3.52640 -1.74722 1.35965
C 3.23945 0.13695 -1.99139
H 4.43675 1.31426 0.45561
H 3.03754 1.18220 -2.25678
H 2.98805 2.22655 -0.06729
P -2.61059 -0.18165 -0.29871
C -3.36886 1.32296 0.41346
C -3.19007 -0.06711 -2.02365
H -3.46739 -2.46234 -0.11593
H -4.74114 -1.24011 0.21225
H -3.50815 -1.62764 1.46193
C -3.68534 -1.50639 0.38288
H -2.62920 -0.77958 -2.64595
H -4.26997 -0.28111 -2.07163
H -4.43185 1.36644 0.13344
H -2.85318 2.20840 0.01910
H -2.98942 0.94272 -2.40478
H -3.29460 1.32220 1.50872
C 0.11396 1.72332 0.79873
O 0.40067 2.78772 1.10595
C 0.78879 -1.90710 6.80170
C 0.21727 -1.28199 5.55898
C -0.35889 -0.01490 5.63381
C -0.90732 0.57752 4.49059
C -1.59147 1.90729 4.62847
C -0.84018 -0.09785 3.27311
C -0.23941 -1.38014 3.13166
C 0.24101 -1.95584 4.33919
N -0.13776 -1.96662 1.88498
C -0.03007 -3.42465 1.70847
C 1.37649 -3.91917 2.09565
C -1.12559 -4.13460 2.50301
C -0.23955 -3.80805 0.24350
H 1.51695 -1.24459 7.28902
H 0.01278 -2.13217 7.54633
H 1.29998 -2.84667 6.57503
H -0.36850 0.52122 6.58907
H -2.54074 1.81867 5.18024
H -0.96532 2.61072 5.19266
H -1.80630 2.35748 3.65345
H -1.26708 0.37426 2.37832
H 0.67542 -2.94944 4.33918
H 1.32254 -4.95663 2.43688
H 2.06041 -3.88443 1.23764
H 1.83799 -3.31675 2.88290
H -0.97048 -4.06850 3.57961
H -2.10907 -3.70485 2.27167
H -1.14680 -5.18973 2.21313
H -1.19133 -3.43035 -0.15454
H 0.59019 -3.47443 -0.39510
H -0.27065 -4.90468 0.18397

Cartesian forces, eV/Å:
0.011 -0.046 -0.011
-0.013 3.896 -0.616
-0.001 -0.012 0.346
0.165 0.010 0.158
-0.162 0.008 0.154
0.001 -3.528 -0.134
-0.007 -0.468 0.240
-0.439 -0.865 2.409
1.443 -0.022 -0.590
-0.588 0.235 0.498
-0.668 -0.245 0.175
-0.353 0.033 -0.067
-0.353 0.073 0.095
0.018 0.187 0.160
0.439 0.172 0.141
0.185 0.046 -0.128
0.102 0.053 -0.263
-0.399 -0.253 -0.336
-0.379 -0.121 -0.074
0.045 -0.256 0.004
0.102 -0.152 0.178
-1.372 -0.295 -0.554
0.715 0.274 0.412
0.402 -0.138 -0.270
-0.101 0.280 0.149
0.445 0.040 -0.012
-0.026 0.043 -0.312
0.566 -0.306 0.252
-0.436 0.209 0.141
0.411 0.112 0.090
0.365 -0.179 -0.058
-0.223 -0.110 0.114
-0.070 -0.248 0.030
-0.007 0.011 -0.244
0.982 3.314 1.014
-0.958 -3.030 -0.851
0.193 -0.268 0.205
-0.381 0.268 -0.009
0.033 0.120 -0.263
0.145 -0.233 0.412
-0.105 0.321 0.014
0.339 -0.384 -0.315
0.086 0.939 1.320
0.115 -0.095 -0.472
-0.310 0.694 -2.420
0.465 0.188 0.023
0.264 -0.219 0.066
-0.264 -0.158 0.075
-0.236 0.075 0.127
-0.211 -0.091 -0.170
0.100 0.127 -0.249
-0.055 0.107 0.020
-0.078 -0.191 -0.369
0.291 -0.041 -0.212
-0.143 -0.151 -0.147
-0.021 -0.019 0.098
-0.088 -0.134 0.259
-0.088 0.230 0.008
0.177 0.059 -0.034
-0.149 -0.045 0.077
-0.181 -0.193 -0.154
-0.073 -0.049 -0.129
0.197 -0.045 0.040
-0.005 0.100 0.196
-0.016 -0.046 0.081
0.081 0.081 -0.051
0.078 0.328 -0.265

## Properties
HOMO level (alpha / beta) = -12.34 / -12.34 eV
Net charge = +2
E_LUMO (alpha / beta) = -8.0 / -8.0 eV

---

Record 3
Density functional theory data (ωB97M-V/def2-TZVPD) for C21H39N2O2P3Sn as an isolated structure.

Element x y z (Å)
P -3.37870 1.35781 -0.99922
C -4.01078 2.36425 0.31971
H -5.06774 2.59436 0.11633
H -3.45489 3.31152 0.38383
H -3.93501 1.83502 1.28152
C -2.44087 2.28698 -2.19381
H -1.96020 1.63846 -2.93834
H -1.66624 2.89069 -1.70256
H -3.13274 2.95949 -2.71459
C -4.51289 0.22759 -1.78126
H -5.33910 0.78895 -2.23271
H -4.92569 -0.47095 -1.03961
H -4.01532 -0.34799 -2.57456
P -0.35894 -3.33252 0.97255
C -0.86427 -3.35178 2.71544
H -0.98095 -4.39319 3.05074
H -1.81526 -2.80204 2.79378
H -0.09163 -2.83040 3.30222
C -1.59221 -4.38661 0.14131
H -1.31421 -4.53164 -0.91411
H -2.56543 -3.87266 0.18318
H -1.64072 -5.35152 0.66571
C 1.14970 -4.35520 0.92970
H 0.90325 -5.37130 1.26988
H 1.89275 -3.88927 1.59487
H 1.55524 -4.37517 -0.09443
P 3.57783 1.06285 0.47981
C 4.03829 1.79597 2.03166
H 5.02307 2.28214 1.91149
H 4.09537 1.02184 2.81500
H 3.29000 2.54953 2.33045
C 4.76456 -0.06071 -0.24537
H 5.74811 0.43141 -0.29645
H 4.45882 -0.36067 -1.25933
H 4.84594 -0.96828 0.37079
C 3.09102 2.28141 -0.73030
H 3.99905 2.75564 -1.13259
H 2.46102 3.04948 -0.26471
H 2.52429 1.82998 -1.55729
Sn 0.14989 -0.79559 -1.22596
C -2.08101 0.16483 -0.28945
O -2.21596 -0.39653 0.77197
C 2.06338 -0.01395 0.72601
O 1.65350 -0.64041 1.66507
C 1.81063 -1.77903 -2.59538
C 1.65209 -0.44017 -3.00306
C 0.38729 0.03523 -3.40523
C -0.71001 -0.85347 -3.41432
C -0.55607 -2.18488 -2.97880
C 0.70748 -2.65114 -2.56132
H 2.80011 -2.15101 -2.34279
H 2.51440 0.21792 -3.08759
H 0.28324 1.06031 -3.77076
H -1.67056 -0.50714 -3.79106
H -1.40463 -2.86492 -2.99601
H 0.84245 -3.69026 -2.26816
C -0.62439 1.24981 3.76071
C -0.40319 2.16048 2.62792
N -0.19899 1.86584 1.35291
C -0.08742 3.05298 0.67192
C -0.20492 4.09691 1.56234
N -0.39897 3.50786 2.78891
H 0.23068 1.28894 4.44615
H -1.52800 1.55229 4.30339
H -0.74319 0.23361 3.38401
H 0.06379 3.09057 -0.39892
H -0.16128 5.15647 1.39648
H -0.52483 3.97100 3.68232

Cartesian forces, eV/Å:
0.923 -0.328 0.256
-0.432 0.362 0.324
0.200 -0.041 0.100
-0.051 -0.321 -0.085
-0.070 0.046 -0.321
0.064 0.400 -0.376
-0.338 0.112 0.210
-0.339 -0.120 0.012
0.162 0.007 -0.046
-0.384 -0.248 -0.058
0.054 -0.036 0.041
0.059 0.219 -0.123
-0.070 0.211 0.220
0.164 0.157 -0.668
0.004 0.586 -0.101
0.026 0.328 -0.032
0.294 -0.290 0.180
-0.348 -0.274 -0.045
-0.110 0.373 -0.047
-0.130 -0.172 0.332
0.206 -0.371 -0.008
-0.133 0.176 -0.297
0.084 0.369 -0.015
0.260 0.226 -0.110
-0.137 -0.342 -0.188
-0.050 -0.219 0.381
-0.326 0.178 0.088
0.259 0.135 0.431
-0.300 -0.137 0.124
0.092 0.232 -0.289
0.233 -0.262 -0.209
0.159 -0.480 0.086
-0.238 -0.108 0.004
0.094 0.246 0.297
0.125 0.271 -0.079
-0.111 0.362 -0.158
-0.203 -0.089 0.080
0.185 -0.151 -0.020
0.277 0.068 0.295
-1.742 1.580 8.287
-0.440 -1.728 2.880
0.088 1.458 -2.849
-1.722 -2.150 2.088
1.707 1.898 -2.377
0.798 -0.520 -1.330
0.504 -0.184 -1.726
0.387 -0.143 -1.682
0.051 -0.170 -1.511
-0.240 -0.440 -1.287
0.521 -0.571 -1.180
-0.157 0.028 0.107
-0.141 -0.145 0.157
-0.019 -0.304 0.195
0.123 -0.131 0.172
0.077 0.102 0.077
-0.080 0.189 0.074
0.009 -0.333 0.226
0.183 0.693 -0.704
-0.048 -0.815 -0.211
-0.082 0.733 0.868
0.066 -0.340 -0.452
0.010 0.095 -0.278
-0.242 -0.110 0.012
0.216 -0.202 0.024
-0.011 0.047 0.158
0.058 0.102 0.134
-0.037 0.171 0.187
0.008 0.115 -0.246

## Properties
HOMO level (alpha / beta) = -18.84 / -18.85 eV
Net charge = +4
ΔE to the lowest compared entry with this formula, charge and spin = 0.0000 eV
E_LUMO (alpha / beta) = -13.3 / -13.0 eV

---

Number 1: molecular weight 531.55 g mol⁻¹, F_max 1.5 eV/Å. Number 2: molecular weight 641.22 g mol⁻¹, F_max 3.9 eV/Å. Number 3: molecular weight 563.19 g mol⁻¹, F_max 8.6 eV/Å.